one) 9
Properties=species:S:1:pos:R:3:mulliken_charge:R:1 method="wB97M-V/def2-TZVPD" homo_energy_ev=-9.3452 lumo_energy_ev=-0.147
C 0.906 2.115 -1.071 -0.450
C -1.568 -2.010 0.623 0.145
O -0.515 0.942 -0.246 -0.482
H 0.963 2.956 -0.366 0.181
C 0.717 0.905 -0.378 0.751
O 1.540 -0.066 -0.069 -0.419
N -0.418 -2.024 0.661 -0.513
H -2.638 -1.988 0.585 0.287
H 1.013 -0.829 0.262 0.500

***

two) 9
Properties=species:S:1:pos:R:3:mulliken_charge:R:1 method="wB97M-V/def2-TZVPD" homo_energy_ev=-11.0800 lumo_energy_ev=0.384
N -0.931 -1.068 0.265 0.047
O 2.210 1.947 1.616 -0.331
C -0.950 -0.233 -0.863 -0.610
H -0.206 -0.810 -1.499 0.271
C 1.871 1.087 0.959 0.698
H -0.711 0.793 -0.665 0.207
O 1.598 0.181 0.292 -0.374
H -1.870 -0.193 -1.321 0.352
C -1.010 -1.704 1.216 -0.259

***

Here is how they stack up, most stable first: two), one).

***

one) 5
Properties=species:S:1:pos:R:3:mulliken_charge:R:1 method="wB97M-V/def2-TZVPD" homo_energy_ev=-10.8149 lumo_energy_ev=-0.576
O 0.909 1.505 -0.008 -0.179
N 0.195 0.341 0.448 -0.181
H -0.211 0.020 -0.418 0.293
S -0.642 1.818 0.428 0.558
O -0.789 2.749 1.901 -0.491

***

two) 5
Properties=species:S:1:pos:R:3:mulliken_charge:R:1 method="wB97M-V/def2-TZVPD" homo_energy_ev="-9.8399 / -9.8048" lumo_energy_ev="-1.942 / -1.931"
H 0.510 -0.021 0.248 0.390
S -2.791 -0.832 -0.040 0.241
O -0.198 -0.592 -0.042 -0.332
O -4.031 1.155 0.029 -0.437
N -1.434 -0.112 -0.112 0.138

***

Here is how they stack up, most stable first: one), two).

***

one) 9
Properties=species:S:1:pos:R:3:mulliken_charge:R:1 method="wB97M-V/def2-TZVPD" homo_energy_ev=-9.9478 lumo_energy_ev=-1.066
C 0.395 -0.565 0.304 -0.225
C 0.090 0.481 -0.701 0.770
F -0.513 1.616 -0.229 -0.225
O -1.821 -0.372 0.790 -0.234
F -0.734 -0.025 -1.578 -0.244
Br 1.168 0.320 1.873 -0.079
F 1.169 0.904 -1.341 -0.236
N -0.887 -1.085 0.874 0.014
H 1.134 -1.274 0.009 0.459

***

two) 9
Properties=species:S:1:pos:R:3:mulliken_charge:R:1 method="wB97M-V/def2-TZVPD" homo_energy_ev=-10.7917 lumo_energy_ev=-0.060
F -0.371 1.211 -1.232 -0.175
F 1.441 0.604 -0.413 -0.209
N -0.459 -1.584 0.349 -0.275
H 0.837 -1.300 -1.019 0.347
O 0.485 -2.043 -0.449 -0.305
C -0.624 -0.345 0.447 0.481
F -1.574 0.123 1.282 -0.214
Br 0.080 2.469 1.118 -0.111
C 0.184 0.865 -0.083 0.462

***

Here is how they stack up, most stable first: one), two).

***

one) 21
Properties=species:S:1:pos:R:3:mulliken_charge:R:1 method="wB97M-V/def2-TZVPD" homo_energy_ev=-8.2034 lumo_energy_ev=0.720
C 0.271 -0.507 -0.289 -1.196
H 0.274 1.655 -0.185 0.301
O 2.656 -5.156 3.347 -0.636
H 2.279 5.275 -1.908 0.310
H -0.651 -1.019 -0.014 0.319
O 1.674 5.971 -1.660 -0.608
H 2.837 -6.021 3.664 0.314
H 0.396 -0.334 0.780 0.307
H 0.854 -1.299 -0.737 0.322
C 0.067 0.883 -0.908 -0.333
H -3.319 -4.685 2.890 0.324
H 2.308 6.606 -1.439 0.297
S -1.735 1.214 -1.049 -0.118
H -0.704 3.310 -1.645 0.158
H 3.148 -5.115 2.509 0.322
O -2.908 -5.126 2.102 -0.646
H -2.424 3.482 -1.338 0.261
H 0.688 1.042 -1.794 0.365
C -1.600 2.830 -1.896 -0.616
H -1.871 2.659 -3.010 0.230
H -2.238 -5.665 2.581 0.322

***

two) 21
Properties=species:S:1:pos:R:3:mulliken_charge:R:1 method="wB97M-V/def2-TZVPD" homo_energy_ev=-9.0427 lumo_energy_ev=0.533
H -1.589 0.853 1.409 0.365
H 0.550 -0.144 4.015 0.313
C -3.775 0.334 1.070 -1.166
H -4.225 -0.628 0.825 0.360
H 0.698 2.778 -2.479 0.309
H -2.516 -1.518 -0.218 0.371
H 6.111 1.352 -3.008 0.317
H -2.134 0.788 -0.255 0.189
C -1.785 -1.080 0.473 -0.942
H 0.530 -1.015 0.465 0.105
O 1.622 2.437 -2.563 -0.627
H 0.585 -1.523 4.348 0.302
H 4.806 0.588 -2.888 0.311
O 5.496 0.979 -2.367 -0.629
O 0.067 -0.958 3.739 -0.601
H -4.458 0.964 0.495 0.342
S -0.286 -1.300 -0.513 -0.218
C -2.306 0.372 0.750 -0.075
H -3.892 0.481 2.140 0.260
H 1.325 1.508 -2.514 0.317
H -1.822 -1.767 1.321 0.396

***

Here is how they stack up, most stable first: two), one).

***

one) 6
Properties=species:S:1:pos:R:3:mulliken_charge:R:1 method="wB97M-V/def2-TZVPD" homo_energy_ev=-10.0973 lumo_energy_ev=0.445
Cl -1.974 0.371 -0.041 -0.154
C -0.275 0.485 0.115 0.455
H 1.488 -0.466 0.197 0.219
C 0.452 -0.632 -0.138 -0.679
F 0.053 1.857 -0.077 -0.205
H 0.257 -1.615 -0.055 0.363

***

two) 6
Properties=species:S:1:pos:R:3:mulliken_charge:R:1 method="wB97M-V/def2-TZVPD" homo_energy_ev="-10.5511 / -10.5509" lumo_energy_ev="-2.333 / -2.333"
Cl 2.511 1.047 0.086 -0.314
C 0.310 -0.367 0.082 0.211
H -1.816 -0.449 0.035 0.308
H -0.823 1.175 -0.074 0.273
C -0.926 0.140 -0.042 -0.386
F 0.742 -1.547 -0.087 -0.091

***

Here is how they stack up, most stable first: one), two).

***

one) 19
Properties=species:S:1:pos:R:3:mulliken_charge:R:1 method="wB97M-V/def2-TZVPD" homo_energy_ev=-14.7964 charge=+1 lumo_energy_ev=-8.661
H 0.825 -1.483 0.513 0.200
H 2.386 -2.153 0.828 0.246
H -1.008 0.714 1.232 0.314
H 1.508 1.269 0.382 0.271
H 3.013 0.066 1.716 0.352
H -2.496 1.333 -2.276 0.335
N -0.232 0.293 0.709 -0.269
H -0.687 -0.975 -1.227 0.093
N 1.793 -1.334 0.773 -0.298
C 0.954 0.859 1.247 -0.238
C -2.222 0.653 -1.465 -0.660
H -3.120 0.195 -1.048 0.267
H -1.677 1.184 -0.661 0.121
H -1.780 -1.070 -2.652 0.337
H 0.788 1.609 2.015 0.435
C 1.975 -0.273 1.720 -0.413
C -1.245 -0.401 -1.955 -0.640
H -0.501 0.093 -2.595 0.259
H 1.726 -0.579 2.744 0.288

***

two) 19
Properties=species:S:1:pos:R:3:mulliken_charge:R:1 method="wB97M-V/def2-TZVPD" homo_energy_ev=-14.8752 charge=+1 lumo_energy_ev=-8.847
C 0.355 2.143 1.466 -0.750
H -1.689 -2.519 -0.184 0.310
H 0.671 1.561 2.330 0.273
C 1.405 2.050 0.339 -0.770
C 0.306 -1.640 -0.200 -0.396
N -1.508 -1.005 -1.604 -0.280
H 0.136 3.195 1.605 0.317
N -0.109 -0.583 0.553 -0.133
H 2.226 1.381 0.588 0.270
H -2.375 -0.978 -2.120 0.231
H -0.759 -2.945 -1.668 0.332
H 1.902 2.965 0.012 0.348
H -0.572 -0.929 1.412 0.284
H -1.120 -0.101 -1.387 0.209
H 0.968 1.695 -0.602 0.163
C -0.985 -2.164 -0.939 -0.299
H -0.507 1.600 1.108 0.186
H 0.896 -1.230 -1.022 0.311
H 0.760 -2.496 0.315 0.392

***

three) 19
Properties=species:S:1:pos:R:3:mulliken_charge:R:1 method="wB97M-V/def2-TZVPD" homo_energy_ev=-13.7825 charge=+1 lumo_energy_ev=-3.121
H -1.347 1.638 -1.267 0.287
N -0.495 1.579 -0.697 -0.641
H 2.216 -0.917 -1.056 0.397
H 2.137 0.352 -0.020 0.314
C 1.794 -0.688 -0.033 -1.422
H -1.536 -0.566 1.401 0.410
H -1.798 1.734 0.952 0.296
C -0.756 1.461 0.755 -0.396
H 0.070 2.393 -0.887 0.187
H 0.360 -1.484 -1.754 0.351
H -0.015 2.082 1.314 0.344
H -0.020 -0.177 2.111 0.375
H 0.280 -2.043 0.697 0.398
N -0.362 -1.184 -1.111 -0.350
C -0.530 -0.184 1.155 -1.064
H -0.580 -0.170 -1.407 0.298
C 0.340 -1.040 0.266 0.484
H 2.399 -1.228 0.669 0.360
H -1.240 -1.693 -1.122 0.370

***

Here is how they stack up, most stable first: three), one), two).

***

one) 15
Properties=species:S:1:pos:R:3:mulliken_charge:R:1 method="wB97M-V/def2-TZVPD" homo_energy_ev=-9.3789 lumo_energy_ev=0.757
O 0.428 -1.785 -1.094 -0.516
H 0.545 -1.385 -1.969 0.365
C 1.081 1.536 -0.100 -1.299
O -0.249 0.332 1.486 -0.435
H 0.148 2.018 -0.406 0.281
H 1.628 -0.339 0.872 0.272
C -1.580 -0.460 -0.305 -0.842
C -0.092 -0.802 -0.272 0.250
H -1.975 0.554 -0.332 0.227
C 0.751 0.204 0.477 0.360
H 1.743 1.409 -0.956 0.354
H 1.565 2.155 0.660 0.336
H -0.970 -1.412 1.903 0.481
H -2.111 -1.169 -0.947 0.307
C -0.913 -0.855 0.985 -0.142

***

two) 15
Properties=species:S:1:pos:R:3:mulliken_charge:R:1 method="wB97M-V/def2-TZVPD" homo_energy_ev=-8.4511 lumo_energy_ev=0.885
H 2.316 0.791 -0.669 0.245
H 2.360 -0.688 0.437 0.290
H 1.607 0.702 2.337 0.300
O -1.173 0.037 1.009 -0.502
H 1.568 2.191 1.232 0.336
H -3.126 -0.196 -0.826 0.273
O 0.535 -2.434 -0.570 -0.413
C -0.252 -1.579 -0.396 0.656
H -2.129 -0.921 -2.104 0.347
C 2.159 0.374 0.323 -0.453
C -1.129 -0.606 -0.219 0.145
C -2.124 -0.213 -1.269 -1.039
H -0.469 0.706 1.013 0.291
C 1.752 1.124 1.344 -0.726
H -1.913 0.788 -1.668 0.250

***

three) 15
Properties=species:S:1:pos:R:3:mulliken_charge:R:1 method="wB97M-V/def2-TZVPD" homo_energy_ev=-9.1788 lumo_energy_ev=1.074
H -1.094 0.949 1.361 0.210
H 1.742 1.402 -1.251 0.337
H -2.615 -0.031 1.149 0.279
H -1.072 -2.042 0.533 0.366
H 0.999 1.696 0.336 0.270
C -0.670 -1.027 0.458 -0.083
H -1.850 -0.346 -1.359 0.356
C 1.033 0.996 -0.518 -0.447
O 0.689 -1.008 0.837 -0.391
O -0.233 0.882 -1.150 -0.414
C -1.141 -0.046 -0.587 -0.069
C 1.555 -0.362 -0.085 -0.398
C -1.579 0.128 0.843 -0.659
H 1.718 -0.976 -0.986 0.297
H 2.518 -0.215 0.419 0.346

***

four) 15
Properties=species:S:1:pos:R:3:mulliken_charge:R:1 method="wB97M-V/def2-TZVPD" homo_energy_ev=-7.5463 lumo_energy_ev=0.425
C 0.351 -1.198 1.799 0.178
H -0.238 -0.302 -1.430 0.228
C 0.521 -0.694 -0.622 0.004
H 1.364 -2.692 -0.664 0.305
H 1.491 -0.226 -0.819 0.294
H -1.445 -0.233 0.187 0.436
H -1.391 3.151 -0.642 0.307
H -0.416 -2.600 -0.205 0.303
C -0.439 0.165 0.089 -0.316
C -0.338 1.656 0.039 -0.545
H -0.421 2.024 1.071 0.332
O -1.371 2.194 -0.774 -0.510
H 0.658 1.948 -0.330 0.281
O 1.142 -1.115 2.631 -0.291
C 0.529 -2.079 -0.328 -1.006

***

Here is how they stack up, most stable first: three), two), one), four).